[1]
{"formula": "C33H37AsBN6Pt", "method": "ωB97M-V/def2-TZVPD", "symbols": ["Pt", "C", "C", "C", "C", "C", "N", "N", "B", "N", "N", "C", "C", "C", "C", "C", "N", "N", "C", "C", "C", "C", "C", "H", "H", "H", "H", "H", "H", "H", "H", "H", "H", "H", "H", "H", "H", "H", "H", "H", "H", "H", "H", "H", "H", "C", "C", "C", "C", "C", "C", "As", "C", "C", "C", "C", "C", "C", "C", "C", "C", "C", "C", "C", "H", "H", "H", "H", "H", "H", "H", "H", "H", "H", "H", "H", "H", "H", "H"], "positions_angstrom": [[0.147340, -0.141600, -0.238546], [-1.114176, -3.456991, 0.233892], [-0.914278, -2.905840, -1.124521], [-1.160272, -3.503484, -2.347364], [-0.759038, -2.608971, -3.332802], [-0.819793, -2.778712, -4.810595], [-0.292375, -1.509904, -2.726209], [-0.403001, -1.680745, -1.385322], [0.427998, -0.288847, -3.306333], [1.796010, -0.260906, -2.593962], [1.888419, -0.273905, -1.240791], [3.181190, -0.363202, -0.863518], [3.635328, -0.449158, 0.553217], [3.933224, -0.382612, -2.027527], [3.042331, -0.322801, -3.093942], [3.354112, -0.322449, -4.549405], [-0.361198, 0.957576, -2.936530], [-0.545755, 1.282877, -1.642293], [-1.220394, 2.455103, -1.586557], [-1.613578, 3.163569, -0.334389], [-1.463545, 2.863379, -2.889431], [-0.910733, 1.899883, -3.722014], [-0.916271, 1.863409, -5.210513], [-1.133075, -4.543372, 0.192887], [-0.308334, -3.146349, 0.899880], [-2.059345, -3.120807, 0.639501], [-1.570060, -4.488303, -2.504486], [-1.320666, -3.712451, -5.049986], [-1.363034, -1.958899, -5.280548], [0.178429, -2.801420, -5.249487], [0.553129, -0.369389, -4.482113], [2.794498, -0.619255, 1.224414], [4.336856, -1.274034, 0.668738], [4.157264, 0.461576, 0.851323], [5.008275, -0.438195, -2.092697], [4.431240, -0.309674, -4.691587], [2.954163, -1.210773, -5.040415], [2.924056, 0.546056, -5.048792], [-1.065544, 2.799981, 0.531436], [-1.416830, 4.228876, -0.442781], [-2.685326, 3.055520, -0.151925], [-1.972870, 3.762878, -3.194419], [-1.463310, 2.720935, -5.592492], [0.095453, 1.891984, -5.617037], [-1.393694, 0.956953, -5.584099], [1.116916, -0.850464, 6.910330], [-0.211778, -0.769132, 6.507735], [-0.536669, -0.729139, 5.161852], [0.503076, -0.714047, 4.230149], [1.840482, -0.765170, 4.622496], [2.142723, -0.821913, 5.969931], [0.098980, -0.383308, 2.387960], [0.389719, 1.498906, 2.122472], [1.323954, 1.899108, 1.158536], [1.606981, 3.254056, 0.994802], [0.965477, 4.181840, 1.795916], [0.043795, 3.769885, 2.765636], [-0.256668, 2.427976, 2.933763], [-1.742617, -0.677371, 2.095278], [-2.388127, 0.160164, 1.154623], [-3.727952, -0.052127, 0.846749], [-4.405485, -1.098028, 1.450082], [-3.751406, -1.955097, 2.352261], [-2.419956, -1.767421, 2.657220], [1.353621, -0.947047, 7.961444], [-1.002241, -0.733942, 7.245420], [-1.573669, -0.665540, 4.863059], [2.638117, -0.771786, 3.889590], [3.175588, -0.869702, 6.287892], [1.864170, 1.167911, 0.564145], [2.336846, 3.571848, 0.261606], [1.189171, 5.234559, 1.683101], [-0.436334, 4.501938, 3.402795], [-0.970900, 2.117552, 3.685803], [-1.865569, 1.013649, 0.736728], [-4.245480, 0.608258, 0.162700], [-5.447530, -1.268622, 1.210156], [-4.291254, -2.781283, 2.797882], [-1.908812, -2.453981, 3.320010]], "forces_ev_per_a": [[-0.44, 0.65, -0.49], [0.12, 0.01, -0.04], [0.16, -0.05, -0.01], [-0.02, -0.06, 0.04], [-0.13, -0.16, -0.02], [0.13, 0.15, -0.03], [-0.24, -0.12, -0.16], [0.01, 0.30, 0.54], [0.03, 0.05, -0.20], [0.31, 0.18, -0.15], [-0.39, -0.09, 0.60], [0.09, -0.18, 0.07], [0.11, -0.01, -0.09], [0.01, 0.02, 0.08], [0.12, 0.03, 0.04], [-0.19, -0.02, -0.07], [-0.07, 0.19, -0.55], [0.09, -0.39, 0.27], [-0.08, 0.03, 0.09], [-0.03, -0.12, -0.10], [0.06, -0.03, 0.07], [-0.15, 0.14, -0.02], [0.14, -0.14, -0.01], [0.04, 0.00, -0.02], [0.01, -0.06, 0.05], [-0.17, 0.01, 0.07], [0.01, 0.03, 0.04], [-0.01, -0.01, 0.01], [-0.04, -0.02, 0.03], [0.01, -0.04, 0.03], [0.05, -0.09, 0.05], [0.06, -0.07, 0.05], [-0.01, -0.03, -0.03], [-0.04, 0.01, 0.02], [-0.04, -0.01, 0.02], [0.00, 0.01, 0.01], [0.02, -0.02, 0.05], [0.04, 0.02, 0.04], [-0.06, 0.12, -0.08], [0.01, 0.00, 0.00], [0.02, 0.00, 0.01], [0.01, -0.01, 0.02], [0.00, 0.01, 0.01], [-0.01, 0.03, 0.02], [-0.02, 0.02, 0.03], [-0.02, 0.03, -0.08], [0.07, -0.04, 0.08], [-0.05, 0.14, -0.15], [0.40, -0.33, -0.08], [0.01, -0.01, -0.14], [-0.02, -0.15, 0.10], [-0.03, -0.22, 0.25], [0.32, -0.26, -0.21], [-0.37, -0.08, -0.06], [-0.11, 0.18, -0.18], [0.10, -0.07, 0.05], [-0.01, -0.05, 0.04], [-0.14, 0.17, -0.14], [-0.11, 0.18, -0.32], [0.34, -0.23, 0.08], [-0.08, -0.19, -0.17], [0.06, -0.03, 0.00], [-0.07, 0.06, -0.11], [-0.03, 0.12, 0.01], [0.00, 0.11, 0.01], [0.00, -0.09, -0.01], [0.00, 0.00, 0.02], [0.01, 0.04, 0.02], [-0.02, 0.00, 0.00], [0.33, 0.19, 0.33], [-0.03, 0.01, -0.02], [0.02, 0.00, 0.04], [0.04, 0.02, -0.02], [0.02, -0.01, 0.03], [-0.19, 0.21, 0.26], [0.04, -0.04, -0.03], [0.00, 0.04, 0.09], [-0.02, 0.04, 0.00], [-0.02, 0.02, 0.05]], "total_charge": 3, "homo_lumo_gap_ev": [5.920, 5.374], "e_homo_ev": [-17.26, -17.28], "max_force_ev_per_a": 0.921, "energy_ev": -108497.1702, "e_above_lowest_kcal_mol": 0.0}

[2]
{"formula": "C33H37BrCl2NO4SSbV", "method": "ωB97M-V/def2-TZVPD", "symbols": ["V", "Cl", "C", "C", "C", "Cl", "C", "O", "C", "C", "O", "C", "H", "H", "H", "S", "C", "C", "C", "C", "C", "C", "C", "C", "C", "N", "H", "H", "H", "H", "H", "H", "C", "C", "Sb", "C", "C", "C", "C", "H", "H", "H", "H", "H", "H", "H", "H", "H", "H", "H", "H", "H", "H", "H", "Br", "C", "C", "C", "C", "C", "C", "C", "O", "O", "H", "H", "H", "H", "C", "C", "C", "C", "H", "H", "H", "H", "H", "H", "H", "H", "H"], "positions_angstrom": [[0.719069, -0.842913, 0.511808], [5.776437, 4.084647, 3.204262], [4.484953, 3.127820, 2.463373], [4.783597, 2.459105, 1.278077], [3.734314, 1.682036, 0.777052], [4.091239, 0.739452, -0.665216], [2.491744, 1.571504, 1.357378], [1.593324, 0.665374, 0.910433], [2.151513, 2.378192, 2.515538], [0.908165, 2.494239, 3.074929], [-0.263569, 1.976228, 2.499503], [3.269164, 3.104030, 3.079744], [5.746217, 2.503172, 0.797808], [0.740743, 3.123291, 3.942927], [3.117687, 3.668429, 3.990920], [3.436296, -3.917592, 2.361356], [4.004465, -3.795561, 0.749959], [3.312978, -2.867284, 0.030320], [2.283920, -2.203586, 0.769568], [2.262335, -2.691208, 2.051176], [1.249335, -2.249368, 3.004532], [1.151239, -2.667608, 4.327737], [0.122286, -2.183287, 5.113272], [-0.795574, -1.295975, 4.572459], [-0.636748, -0.918101, 3.251335], [0.353074, -1.381872, 2.490701], [4.834921, -4.404521, 0.426163], [3.554823, -2.644854, -1.001387], [1.883847, -3.356698, 4.726203], [0.038856, -2.494719, 6.147333], [-1.608723, -0.884929, 5.152834], [-1.299668, -0.205477, 2.781210], [2.096350, -0.233676, -5.203668], [2.401600, 0.106080, -3.749036], [0.861405, -0.340277, -2.318565], [-0.351615, 1.403178, -2.630868], [-0.374047, 2.048894, -4.009923], [-0.250856, -1.853155, -3.392500], [-1.612845, -1.450445, -3.949008], [2.880759, 0.142212, -5.866361], [1.150647, 0.194915, -5.540050], [2.036528, -1.312049, -5.359814], [2.596241, 1.172715, -3.621044], [3.307051, -0.401018, -3.415407], [0.032771, 2.110012, -1.890136], [-1.352043, 1.134783, -2.287072], [0.626748, 2.333212, -4.340956], [-0.978891, 2.960096, -4.003936], [-0.793715, 1.387997, -4.768760], [-0.367026, -2.655691, -2.662344], [0.393547, -2.241723, -4.182845], [-2.235789, -0.968864, -3.191260], [-2.166355, -2.320927, -4.312865], [-1.520011, -0.753172, -4.782274], [-4.367416, -0.317788, 0.617865], [-4.062447, -1.988997, -0.216093], [-5.196404, -2.716627, -0.559828], [-5.072302, -3.962898, -1.147963], [-3.814582, -4.500944, -1.382423], [-2.691754, -3.776522, -1.026609], [-2.793184, -2.509203, -0.451935], [-1.492646, -1.811919, -0.163839], [-1.415037, -0.556263, -0.050449], [-0.446654, -2.504285, -0.075305], [-6.171903, -2.296535, -0.358377], [-5.964143, -4.515294, -1.416287], [-3.709355, -5.478058, -1.834768], [-1.698666, -4.175417, -1.182483], [-2.579835, 3.914885, 0.270812], [-2.072174, 3.302724, 1.571598], [-2.006845, 4.333842, 2.690352], [-0.714528, 2.653135, 1.338844], [-3.577636, 4.343692, 0.391670], [-2.627609, 3.168670, -0.525938], [-1.912850, 4.716387, -0.060630], [-2.761509, 2.505163, 1.872950], [-1.310440, 5.136031, 2.429122], [-1.651963, 3.877851, 3.614625], [-2.986419, 4.783075, 2.876263], [-0.793725, 1.927502, 0.520608], [0.019313, 3.412729, 1.043600]], "forces_ev_per_a": [[0.14, 0.15, -0.49], [-0.06, -0.05, -0.04], [0.12, 0.08, 0.06], [-0.16, -0.03, 0.03], [0.28, 0.06, -0.09], [-0.15, -0.01, 0.02], [-0.59, -0.39, 0.07], [0.53, 0.61, -0.26], [0.27, 0.20, 0.12], [-0.09, -0.07, -0.04], [0.00, -0.03, 0.00], [-0.08, -0.03, -0.02], [0.01, 0.01, 0.01], [0.01, 0.00, 0.00], [0.00, -0.01, 0.00], [0.11, -0.03, 0.04], [0.01, -0.01, -0.05], [0.02, 0.11, 0.04], [0.07, -0.21, 0.06], [-0.35, 0.15, 0.04], [0.07, -0.11, -0.04], [0.01, 0.01, 0.03], [0.00, -0.02, 0.03], [0.01, 0.02, -0.07], [0.00, 0.02, 0.05], [-0.07, -0.08, 0.37], [-0.02, 0.00, 0.00], [-0.01, 0.00, 0.00], [0.00, 0.00, 0.00], [0.00, 0.00, 0.00], [0.01, -0.01, 0.02], [0.01, 0.04, -0.01], [-0.01, -0.01, -0.03], [0.10, -0.01, -0.04], [-0.02, 0.01, 0.03], [0.01, 0.13, 0.07], [0.00, 0.03, -0.03], [-0.04, -0.06, -0.04], [-0.04, 0.04, 0.01], [0.00, 0.00, 0.01], [0.01, 0.00, 0.02], [0.00, 0.01, 0.01], [0.00, 0.00, 0.00], [0.01, -0.01, 0.01], [-0.01, 0.00, 0.00], [-0.02, -0.02, -0.03], [0.00, -0.02, 0.02], [0.00, -0.01, 0.02], [-0.02, -0.03, -0.01], [0.02, 0.00, -0.01], [-0.02, 0.01, -0.01], [0.01, -0.01, 0.01], [0.02, -0.01, 0.01], [0.02, 0.03, -0.01], [0.05, 0.06, 0.02], [-0.06, -0.05, -0.03], [0.04, 0.04, 0.02], [-0.03, -0.04, -0.02], [0.02, 0.05, 0.02], [-0.06, -0.06, -0.03], [0.16, 0.06, -0.05], [-0.05, 0.14, -0.03], [0.12, -0.10, 0.25], [-0.28, -0.48, -0.01], [0.00, 0.00, 0.00], [0.00, 0.00, 0.00], [0.00, 0.00, 0.00], [0.00, 0.01, 0.01], [0.00, 0.01, -0.03], [-0.03, -0.02, -0.02], [0.02, 0.04, 0.01], [-0.01, -0.01, -0.01], [0.01, 0.00, 0.02], [0.00, -0.01, 0.00], [0.01, 0.00, 0.00], [-0.01, -0.03, 0.01], [-0.01, 0.00, -0.01], [0.00, -0.01, -0.01], [0.00, -0.01, 0.00], [-0.02, -0.01, 0.00], [0.01, 0.01, 0.02]], "total_charge": -1, "multiplicity": 3, "homo_lumo_gap_ev": [4.244, 4.305], "e_homo_ev": [-2.03, -2.09], "max_force_ev_per_a": 0.847, "energy_ev": -182651.2416, "e_above_lowest_kcal_mol": 32.8}

[3]
{"formula": "C33H37BrN2O3", "method": "ωB97M-V/def2-TZVPD", "symbols": ["C", "C", "Br", "C", "N", "C", "C", "N", "C", "O", "C", "O", "C", "C", "O", "H", "H", "H", "H", "H", "H", "H", "H", "H", "H", "H", "H", "H", "C", "C", "C", "C", "C", "C", "H", "H", "H", "H", "H", "H", "C", "C", "C", "C", "C", "C", "H", "H", "H", "H", "H", "H", "C", "C", "C", "C", "C", "C", "H", "H", "H", "H", "H", "H", "C", "C", "C", "C", "C", "C", "H", "H", "H", "H", "H", "H"], "positions_angstrom": [[-0.613167, 0.993236, 5.439599], [-0.013571, -0.134559, 6.263414], [1.096817, 0.631942, 7.675090], [-1.107785, -0.819483, 6.905621], [-2.015639, -1.386510, 7.372408], [0.838077, -1.140624, 5.440267], [-0.014331, -2.116433, 4.798487], [-0.668701, -2.946332, 4.329549], [1.762839, -0.465273, 4.440647], [2.361689, -1.412341, 3.596535], [1.685580, -1.646027, 2.384271], [2.385280, -1.234113, 1.262450], [3.136467, -0.036388, 1.408386], [3.103323, 0.652312, 0.075162], [1.735686, 0.760950, -0.310569], [-1.225097, 1.639621, 6.040004], [-1.158815, 0.555710, 4.615085], [0.189935, 1.579677, 5.023225], [1.464265, -1.652052, 6.151102], [1.275292, 0.301224, 3.855939], [2.553745, 0.007811, 5.003019], [0.685251, -1.219561, 2.424860], [1.560433, -2.713536, 2.284502], [2.715949, 0.646218, 2.131772], [4.150307, -0.307623, 1.657458], [3.647638, 0.079270, -0.659847], [3.514871, 1.649304, 0.160312], [1.621103, 1.597265, -0.747062], [5.347399, -4.554787, -2.764386], [3.992415, -4.390253, -3.016805], [3.216942, -3.612960, -2.167742], [3.796451, -2.994162, -1.067735], [5.152277, -3.158975, -0.817807], [5.927541, -3.940414, -1.663662], [5.951313, -5.163149, -3.425070], [3.540412, -4.869600, -3.875520], [2.158505, -3.490296, -2.360382], [3.193410, -2.386451, -0.407606], [5.605768, -2.677891, 0.040232], [6.983490, -4.071572, -1.464855], [-0.613061, 4.354913, -2.670321], [0.740504, 4.226024, -2.392994], [1.314756, 4.970455, -1.371615], [0.533290, 5.840089, -0.623553], [-0.820240, 5.967345, -0.900143], [-1.393235, 5.227330, -1.925270], [-1.059018, 3.775670, -3.468140], [1.349317, 3.544569, -2.974248], [2.372202, 4.874546, -1.159503], [0.979958, 6.419513, 0.173728], [-1.429658, 6.644844, -0.316724], [-2.448264, 5.330675, -2.143487], [-4.999060, 2.476676, -4.535852], [-6.351699, 2.640040, -4.798082], [-7.129374, 3.433259, -3.966530], [-6.553040, 4.068477, -2.875865], [-5.199840, 3.907287, -2.615286], [-4.423198, 3.108768, -3.443032], [-4.393446, 1.855730, -5.182873], [-6.800390, 2.148174, -5.651018], [-8.185244, 3.556381, -4.168397], [-7.158844, 4.689316, -2.229004], [-4.750787, 4.403676, -1.764519], [-3.368762, 2.978606, -3.236092], [-1.199537, -2.843915, -1.742541], [-2.183346, -3.686053, -2.241158], [-2.627259, -4.760147, -1.482524], [-2.091644, -4.988814, -0.222832], [-1.108904, -4.146084, 0.276623], [-0.660594, -3.075881, -0.484912], [-0.851611, -2.006234, -2.333342], [-2.605276, -3.504713, -3.221186], [-3.392003, -5.418949, -1.872829], [-2.441166, -5.823389, 0.370556], [-0.694414, -4.322944, 1.261028], [0.109520, -2.418414, -0.098411]], "forces_ev_per_a": [[0.71, -0.14, -0.33], [-0.03, 0.33, -0.19], [0.20, 0.07, 0.08], [-2.34, -1.77, 1.54], [1.89, 1.25, -0.92], [-0.18, 0.69, 0.32], [-1.00, -1.45, -0.65], [0.62, 0.91, 0.34], [0.53, -0.01, -0.18], [0.23, -0.05, 0.01], [-0.29, -0.59, 0.05], [0.35, 0.20, 0.36], [-0.26, -0.18, -0.75], [-0.71, 0.09, -0.09], [-0.01, -0.31, 0.18], [-0.40, 0.11, 0.23], [-0.44, -0.03, -0.19], [0.19, 0.35, -0.10], [0.21, -0.52, 0.24], [-0.36, 0.13, -0.17], [0.30, 0.25, 0.18], [-0.18, 0.49, -0.05], [0.01, -0.41, -0.11], [-0.18, 0.03, 0.47], [0.46, 0.14, 0.38], [0.29, -0.19, -0.35], [0.49, 0.21, 0.07], [-0.20, 0.48, -0.33], [0.00, 0.00, 0.00], [-0.01, 0.00, 0.00], [0.02, 0.00, -0.02], [-0.02, 0.00, -0.06], [0.00, 0.00, -0.02], [0.02, 0.01, 0.01], [0.01, -0.01, -0.01], [-0.01, -0.01, 0.00], [-0.02, 0.00, 0.01], [0.00, -0.07, -0.01], [0.00, -0.01, 0.02], [0.01, 0.00, 0.00], [-0.03, -0.01, 0.01], [0.05, -0.05, 0.02], [0.01, -0.03, 0.02], [0.00, 0.00, 0.01], [0.00, 0.00, 0.00], [-0.01, -0.01, 0.01], [0.00, 0.00, -0.02], [0.00, 0.02, -0.04], [0.01, 0.01, -0.01], [0.00, 0.01, 0.01], [-0.01, 0.01, 0.00], [-0.01, 0.00, -0.02], [0.01, 0.00, -0.01], [-0.01, -0.01, -0.01], [0.00, 0.00, 0.00], [-0.01, 0.01, 0.00], [0.02, 0.01, 0.01], [0.00, 0.02, 0.00], [0.01, -0.01, -0.01], [-0.01, -0.01, -0.01], [-0.01, 0.01, -0.01], [-0.01, 0.00, 0.01], [0.00, -0.01, 0.03], [0.01, -0.01, 0.02], [0.01, 0.00, -0.02], [0.00, 0.00, -0.02], [0.00, 0.00, 0.00], [-0.01, -0.01, -0.01], [0.03, 0.00, 0.02], [0.06, 0.05, 0.06], [0.01, 0.02, 0.00], [0.00, 0.00, -0.02], [-0.02, 0.00, 0.00], [0.00, -0.01, 0.01], [-0.01, 0.01, 0.02], [0.01, 0.02, -0.03]], "total_charge": 0, "homo_lumo_gap_ev": 9.156, "e_homo_ev": -9.13, "max_force_ev_per_a": 3.319, "energy_ev": -113983.9288, "e_above_lowest_kcal_mol": 27.5}